1.
Entry from the OMol25 dataset: C6H17O6P2 as an isolated structure (wB97M-V/def2-TZVPD).

Properties
Total charge: +1
HOMO-LUMO gap in eV: 10.2103
LUMO energy in eV: -2.60
Electronic energy in Eh: -1372.72363

Each line ends with the natural charge from an NBO analysis.
Positions of all 31 atoms, in Å:
C: 0.807046 1.878877 1.681429  -0.091
C: 0.527853 -2.625806 0.885764  -0.075
C: 1.887228 0.984387 -1.807532  -0.102
C: 0.359506 0.460349 1.600757  -0.715
C: 1.871301 -1.858719 0.495265  -0.729
C: 0.599222 0.189898 -1.780198  -0.743
O: 0.466127 2.481343 0.436570  -0.720
O: -0.340882 -1.781669 0.054700  -0.811
O: 2.568593 0.594838 -0.651668  -0.722
O: -3.492197 1.379350 -0.626697  -1.023
O: -3.321697 -0.600468 0.880965  -1.044
O: -3.337356 -0.820907 -1.523104  -1.025
P: -2.648481 0.103082 -0.393092  1.609
P: 0.723016 -0.506097 -0.027528  1.800
H: 1.921733 2.009275 1.752568  0.196
H: 0.185852 2.498682 2.374304  0.222
H: 0.200950 -2.417741 1.933991  0.195
H: 0.530889 -3.686251 0.662127  0.226
H: 1.604417 2.136694 -1.699611  0.210
H: 2.388623 0.986477 -2.808974  0.215
H: 0.788429 -0.286712 2.333173  0.259
H: -0.721139 0.425651 1.420516  0.257
H: 2.548470 -1.367140 1.137305  0.243
H: 2.244047 -2.413281 -0.307912  0.254
H: -0.423364 0.698172 -1.839083  0.289
H: 0.790205 -0.609567 -2.537047  0.272
H: -0.430692 2.406698 0.336494  0.465
H: -2.936544 -1.721593 -1.711678  0.517
H: 3.141255 1.317745 -0.380043  0.521
H: -4.468601 1.407120 -0.767688  0.527
H: -4.033814 -1.262675 0.875916  0.522

Forces on the atoms, in the same order (eV/Å):
C 0.175 1.434 -0.632
C 0.645 2.079 1.441
C -1.993 5.019 -1.469
C 0.395 -2.079 -1.392
C -3.004 0.828 -0.191
C -0.155 -0.756 0.609
O 3.706 0.329 -0.428
O -0.059 0.099 -0.150
O 1.119 -0.207 0.081
O -1.622 2.272 -0.435
O 0.186 -0.270 1.422
O 0.644 -2.042 -1.462
P -0.143 -1.674 0.376
P -0.040 -1.534 0.018
H -1.224 -0.076 0.524
H 1.156 -0.973 0.553
H 0.424 -0.661 -0.672
H -0.296 0.095 -0.327
H 0.587 -2.304 -0.089
H 0.221 -0.812 1.149
H -0.916 1.040 -0.375
H -0.038 -0.183 1.095
H 1.080 -0.522 1.131
H 1.257 -0.379 -1.222
H 1.773 -0.576 -0.338
H -1.100 0.046 0.877
H -3.695 -0.012 -0.519
H -0.572 1.706 0.471
H 0.209 0.003 0.277
H 0.979 -0.360 0.147
H 0.298 0.472 -0.471


2.
Entry from the OMol25 dataset: C6H18Ag3FO8P2 as an isolated structure (wB97M-V/def2-TZVPD).

Properties
Total charge: +2
HOMO-LUMO gap in eV: 4.0267
LUMO energy in eV: -10.55
Electronic energy in Eh: -2064.23452

Each line ends with the natural charge from an NBO analysis.
Positions of all 38 atoms, in Å:
Ag: -3.019539 -3.059692 -4.414423  0.986
Ag: -3.521151 0.460413 -4.354813  0.985
Ag: -5.183122 -1.750595 -1.748555  0.989
F: -3.115126 -1.269743 -2.830834  -0.957
C: -0.230082 0.163121 -1.874891  -0.252
O: 1.050082 0.607345 -2.284851  -0.808
P: 2.134203 0.873424 -1.135840  2.564
O: 1.779951 1.874185 -0.131978  -1.076
O: 2.372178 -0.590950 -0.494685  -0.821
C: 2.572468 -1.707983 -1.375499  -0.258
O: 3.444232 1.108075 -2.020835  -0.805
C: 4.699273 1.145675 -1.320228  -0.268
H: -0.404104 -0.860517 -2.210165  0.159
H: -0.991803 0.822645 -2.306593  0.152
H: -0.403990 0.217891 -0.797794  0.225
H: 3.602314 -2.047265 -1.296281  0.208
H: 2.382089 -1.464242 -2.420690  0.185
H: 1.864671 -2.471253 -1.056261  0.182
H: 5.374755 0.527511 -1.920860  0.197
H: 4.717277 0.727734 -0.315677  0.204
H: 5.096661 2.157380 -1.369843  0.211
C: 0.352467 2.142864 2.521229  -0.270
O: -0.907437 2.039141 3.166384  -0.781
P: -1.801744 0.770377 2.827830  2.567
O: -3.108789 0.672292 3.485216  -1.084
O: -1.938112 0.871571 1.217392  -0.819
C: -2.974436 0.155863 0.570050  -0.270
O: -0.798912 -0.439180 3.109145  -0.810
C: -1.308267 -1.779331 3.120965  -0.255
H: 0.705967 1.221216 2.058331  0.198
H: 1.146551 2.395107 3.226592  0.204
H: 0.370853 2.918206 1.756534  0.205
H: -3.656505 0.902982 0.158576  0.181
H: -3.512829 -0.416373 1.333902  0.210
H: -2.589892 -0.550098 -0.173044  0.148
H: -1.220010 -2.196404 2.111191  0.154
H: -2.347927 -1.824579 3.438253  0.205
H: -0.632211 -2.346798 3.753064  0.217

Forces on the atoms, in the same order (eV/Å):
Ag 0.342 0.156 0.376
Ag 0.387 0.126 0.405
Ag 0.450 0.207 0.314
F -1.104 -0.408 -0.981
C -0.413 0.241 0.183
O 0.051 0.091 -0.130
P 1.254 -0.524 0.253
O 0.010 -0.430 -0.326
O -0.410 0.756 -0.302
C -0.055 0.060 0.081
O -1.471 -0.139 0.565
C 1.229 -0.175 -0.922
H 0.120 -0.064 -0.057
H 0.074 0.031 -0.196
H 0.310 0.001 0.074
H -0.044 -0.131 0.146
H -0.028 0.163 0.017
H 0.221 -0.198 0.001
H -0.076 0.064 0.111
H -0.522 0.232 0.092
H -0.216 0.032 0.356
C 1.798 0.263 -0.521
O -1.113 -1.194 -0.210
P 0.495 0.865 0.890
O 0.401 -0.089 -0.369
O 0.406 -0.295 -0.452
C -0.324 0.088 1.074
O -0.541 0.300 -0.161
C 0.454 -0.066 -0.505
H -0.431 -0.061 -0.031
H -0.444 0.090 0.372
H -0.442 -0.058 0.043
H -0.089 -0.174 -0.313
H -0.264 0.000 -0.210
H 0.230 0.228 -0.183
H -0.061 0.031 -0.004
H 0.082 0.041 0.303
H -0.267 -0.060 0.219


3.
Entry from the OMol25 dataset: C6H18AgFNO11P2 as an isolated structure (wB97M-V/def2-TZVPD).

Properties
Total charge: -1
HOMO-LUMO gap in eV: 3.9772
LUMO energy in eV: -0.32
Electronic energy in Eh: -2051.24880

Each line ends with the natural charge from an NBO analysis.
Positions of all 40 atoms, in Å:
Ag: -19.370947 0.035938 -13.787931  0.911
F: -15.608296 -1.250678 -13.278255  -0.918
N: -20.200973 -0.980494 -18.425835  0.723
O: -19.208525 -1.559367 -17.994901  -0.578
O: -20.278214 -0.714068 -19.595460  -0.538
O: -21.050839 -0.684221 -17.612467  -0.600
C: -23.955841 3.400296 -13.336845  -0.256
O: -24.320772 3.359887 -12.019809  -0.794
P: -23.177826 3.425689 -10.862323  2.524
O: -21.839550 2.786703 -11.210290  -1.089
O: -23.271643 5.034185 -10.617915  -0.803
C: -22.672558 5.690527 -9.464445  -0.257
O: -23.872214 2.823090 -9.516062  -0.827
C: -24.191403 1.428491 -9.291926  -0.248
H: -24.426173 2.536740 -13.807098  0.189
H: -22.897171 3.529391 -13.561905  0.202
H: -24.559453 4.264296 -13.614785  0.185
H: -22.288244 5.074205 -8.651702  0.200
H: -23.410693 6.437152 -9.171518  0.193
H: -21.851222 6.310892 -9.823145  0.189
H: -24.018717 1.317144 -8.221474  0.192
H: -23.357834 0.912888 -9.768821  0.204
H: -25.203172 1.111534 -9.544863  0.196
C: -23.118124 -5.842608 -11.252101  -0.241
O: -21.875293 -6.033217 -10.495866  -0.838
P: -20.678045 -4.928914 -10.508154  2.517
O: -21.004269 -3.813873 -11.431861  -1.095
O: -20.461255 -4.479261 -8.860361  -0.778
C: -19.441378 -3.543308 -8.689183  -0.262
O: -19.313402 -5.737125 -10.994987  -0.760
C: -18.975873 -6.851431 -10.270699  -0.275
H: -22.994519 -5.004417 -11.937851  0.222
H: -23.866130 -5.516658 -10.529382  0.184
H: -23.253438 -6.833706 -11.685122  0.199
H: -18.759185 -3.570522 -9.538881  0.201
H: -18.866301 -3.782658 -7.794701  0.178
H: -19.832660 -2.563978 -8.413631  0.184
H: -17.940844 -6.792994 -9.933955  0.194
H: -19.274502 -7.786629 -10.744341  0.189
H: -19.343043 -6.912895 -9.246241  0.181

Forces on the atoms, in the same order (eV/Å):
Ag 0.697 -0.501 -0.330
F -0.695 0.308 0.087
N 1.834 -0.830 1.044
O 2.040 -1.177 0.488
O -0.847 0.850 -2.920
O -3.079 1.334 1.740
C -1.278 0.719 -2.127
O 1.440 -1.030 4.638
P 0.466 -0.603 -0.236
O -2.882 1.529 0.702
O 0.783 -1.791 0.871
C 0.061 1.059 -0.978
O -0.348 1.248 -1.430
C 1.857 0.520 0.466
H 0.573 -0.117 -0.374
H -0.095 -0.177 0.155
H 0.559 0.219 -1.269
H -0.517 -0.319 -0.212
H -0.146 -0.444 0.543
H 0.270 -0.308 -0.165
H -0.326 -0.177 0.008
H -0.582 -0.758 -0.243
H 0.213 0.360 -0.421
C 1.091 0.483 0.804
O 1.618 0.900 0.733
P -0.658 0.440 -0.240
O 0.729 -0.781 1.190
O -1.473 -2.262 -3.259
C 1.253 0.642 0.808
O -2.653 2.465 0.525
C 1.032 -1.765 2.279
H 0.086 -0.442 -0.383
H -0.223 -0.530 -0.074
H -0.563 0.462 -0.198
H 0.058 0.641 0.055
H 0.138 -0.565 -0.014
H -0.204 0.199 -0.827
H 0.590 -0.291 -1.190
H 0.393 0.122 -0.283
H -1.212 0.367 0.040


4.
Entry from the OMol25 dataset: a 2-piece molecular cluster, C6H18BNO5P overall (wB97M-V/def2-TZVPD).

Properties
Total charge: -1
HOMO-LUMO gap in eV: 4.4203
LUMO energy in eV: 0.39
Electronic energy in Eh: -1036.50842

Each line ends with the natural charge from an NBO analysis.
Positions of all 32 atoms, in Å:
N: -3.441879 -1.032769 -0.694625  -0.847
C: -2.534891 -1.579596 0.375684  -0.434
B: -1.857908 -3.045758 -0.026876  -0.122
C: -1.361048 -3.719448 1.429989  -0.713
C: -0.445712 -2.745640 2.210557  0.461
O: 0.789610 -2.739256 2.214351  -0.644
H: -3.527196 -0.028565 -0.490924  0.328
H: -4.349951 -1.475987 -0.542619  0.330
H: -3.170327 -1.755900 1.309660  0.125
H: -1.712684 -0.829857 0.544496  0.174
H: -0.907037 -2.918564 -0.748109  -0.066
H: -2.687377 -3.773118 -0.526539  -0.073
H: -2.317114 -3.812395 2.042135  0.189
H: -0.950054 -4.758089 1.317483  0.210
H: -0.972695 -1.939968 2.818588  0.085
C: 2.530361 3.573379 -2.746698  -0.275
O: 1.286815 3.240611 -2.130977  -0.698
P: 1.230625 1.674859 -1.410494  2.279
O: -0.280250 1.678621 -1.263797  -0.986
O: 1.966004 2.276424 -0.063435  -0.842
C: 1.311096 3.292128 0.678561  -0.246
O: 1.412829 0.061126 -0.880912  -0.676
C: 1.901084 -0.253315 0.413617  -0.250
H: 2.471892 4.599156 -3.112362  0.188
H: 3.350685 3.501877 -2.024974  0.174
H: 2.722937 2.905713 -3.590386  0.171
H: 0.242144 3.339652 0.466291  0.211
H: 1.769665 4.257671 0.453176  0.165
H: 1.447872 3.079739 1.740614  0.182
H: 1.253967 0.171805 1.181182  0.188
H: 2.928026 0.094127 0.533563  0.175
H: 1.900512 -1.338665 0.523781  0.235

Forces on the atoms, in the same order (eV/Å):
N 0.384 0.441 0.641
C -0.126 -0.649 -0.126
B -0.190 0.785 0.784
C -0.056 0.216 1.705
C 0.154 -1.162 -0.654
O -1.350 0.017 0.000
H -0.424 -0.518 -0.295
H 0.230 0.333 -0.225
H 0.933 0.574 -0.526
H -0.881 -0.463 0.127
H 0.390 0.086 -0.366
H -0.287 -0.275 -0.077
H 0.976 0.110 -0.511
H 0.109 1.048 0.113
H 0.206 -0.570 -0.585
C 0.087 0.192 0.001
O 1.688 -2.098 -1.607
P -5.785 1.188 6.169
O 1.494 -0.018 -1.318
O 0.509 -0.772 -0.454
C 0.080 0.469 -0.020
O 1.272 1.258 -2.650
C 0.764 -0.346 0.345
H -0.078 -0.062 0.034
H 0.037 0.015 -0.045
H 0.125 0.161 -0.055
H 0.049 -0.123 -0.140
H -0.083 0.044 0.021
H 0.079 -0.108 -0.080
H 0.021 0.112 -0.109
H -0.092 0.056 0.184
H -0.235 0.058 -0.280


5.
Entry from the OMol25 dataset: C6H18Ba2NO6 as an isolated structure (wB97M-V/def2-TZVPD).

Properties
Total charge: +3
HOMO-LUMO gap in eV: 4.4479
LUMO energy in eV: -11.29
Electronic energy in Eh: -795.44501

Each line ends with the Löwdin charge.
Positions of all 33 atoms, in Å:
Ba: -0.547162 0.446877 6.063528  1.983
Ba: -3.435062 -0.747303 0.829448  2.023
N: -0.186492 0.752847 1.984548  -0.639
O: -0.841672 0.073347 1.262058  -0.211
O: 0.593048 1.562427 1.448528  0.094
O: -0.335082 0.651617 3.192928  -0.228
C: 2.077888 -3.190753 2.173008  -0.075
C: 1.621578 -2.262203 1.055768  -0.316
O: 0.628348 -2.980793 0.345538  -0.071
H: 1.357528 -3.199773 2.990988  0.053
H: 2.989958 -2.819863 2.640618  0.084
H: 2.095168 -4.187573 1.732388  0.096
H: 2.498968 -2.043543 0.447098  0.129
H: 1.216548 -1.355483 1.505118  0.073
H: -0.121352 -3.146353 0.921868  0.061
C: 1.489438 -0.255243 -2.408852  -0.067
C: 2.090508 0.599417 -1.314382  -0.304
O: 1.477488 1.871867 -1.413982  -0.085
H: 1.930448 -0.115093 -3.395752  0.093
H: 0.416368 -0.191993 -2.228252  0.054
H: 1.582818 -1.334653 -2.289372  0.066
H: 3.158248 0.709497 -1.503872  0.121
H: 1.882298 0.248687 -0.303572  0.075
H: 1.034798 2.134627 -0.603692  0.040
C: -2.132982 2.138657 -2.123012  -0.036
C: -2.887092 2.231497 -0.749402  -0.316
O: -3.865852 1.279107 -0.864462  -0.292
H: -1.712542 1.149387 -2.303762  0.063
H: -1.200722 2.701487 -2.170192  0.088
H: -2.756822 2.309787 -3.000312  0.095
H: -3.325482 3.229097 -0.722572  0.138
H: -2.167192 2.007337 0.037728  0.084
H: -4.625922 1.733047 -1.235732  0.127

Forces on the atoms, in the same order (eV/Å):
Ba 0.637 0.322 -0.999
Ba 0.720 0.634 -1.073
N 3.847 4.428 -2.432
O -4.283 -3.749 -2.727
O -0.719 -0.878 2.062
O -0.356 -0.252 4.782
C -0.120 0.578 0.243
C 0.220 -0.952 1.402
O -0.448 0.712 -1.174
H -0.426 -0.137 0.083
H 0.346 -0.503 -0.258
H 0.672 -0.024 0.379
H -0.562 0.055 -0.515
H 0.097 0.372 -0.340
H 0.251 -0.193 0.243
C -0.233 -1.502 0.843
C -0.012 0.130 -0.367
O -0.268 0.995 -0.397
H -0.730 0.763 -0.030
H -0.309 0.601 -1.103
H 0.744 -0.229 0.547
H 0.115 0.043 0.426
H 0.321 -0.543 -0.074
H 0.339 -0.269 0.094
C 1.057 -0.209 0.521
C 3.013 1.817 -3.364
O -2.579 -2.404 1.574
H -0.286 -0.515 0.425
H -0.317 0.664 0.023
H -0.197 0.498 0.298
H 0.168 -0.003 0.797
H -0.205 0.122 0.397
H -0.498 -0.372 -0.287


6.
Entry from the OMol25 dataset: C6H18BrCuN3OP as an isolated structure (wB97M-V/def2-TZVPD).

Properties
⟨S²⟩: 0.76
Total charge: +1
HOMO-LUMO gap (spin up / spin down) in eV: 8.0687 / 5.1087
LUMO energy (spin up / spin down) in eV: -4.01 / -6.95
Electronic energy in Eh: -5034.51383
Spin multiplicity: 2

Each line ends with the Löwdin spin population.
Positions of all 31 atoms, in Å:
Cu: 5.951885 19.692959 16.460231  0.000
Br: 4.097472 18.268890 17.376598  0.008
O: 1.324160 15.435616 23.323811  0.022
P: 1.113662 15.642809 21.879953  0.011
N: 0.166903 14.438380 21.212894  0.173
C: -0.083405 14.397946 19.763440  0.009
C: -0.648757 13.572319 22.043306  0.023
N: 2.540400 15.469457 20.980150  0.514
C: 3.395196 14.347925 21.357616  0.046
C: 2.814545 16.026874 19.675492  0.067
N: 0.499774 17.101017 21.366331  0.004
C: 1.255773 18.293597 21.711658  0.003
C: -0.950418 17.272191 21.213403  0.001
H: 0.800233 14.207672 19.160188  0.002
H: -0.452496 15.386654 19.472481  0.004
H: -0.894700 13.705687 19.565473  0.000
H: -0.368593 12.522310 21.978735  0.003
H: -1.689996 13.772898 21.773156  0.011
H: -0.615409 13.808715 23.108039  0.000
H: 4.430275 14.704102 21.358027  0.021
H: 3.196921 13.975289 22.357994  0.000
H: 3.345384 13.548394 20.617697  0.019
H: 3.345409 16.983678 19.794980  0.037
H: 3.511368 15.429819 19.092222  0.006
H: 1.898179 16.264314 19.142769  0.014
H: 0.898785 19.158773 21.155226  0.000
H: 1.233474 18.531512 22.779678  0.000
H: 2.309635 18.158951 21.447022  0.001
H: -1.331529 18.173432 21.688961  0.000
H: -1.511754 16.430178 21.614376  0.000
H: -1.166039 17.372053 20.146083  0.001

Forces on the atoms, in the same order (eV/Å):
Cu -1.226 -0.934 0.590
Br 1.192 0.891 -0.518
O 0.374 0.068 -0.877
P -2.442 0.654 1.376
N 0.932 0.748 -0.360
C -0.542 0.980 0.403
C -0.383 -0.078 0.820
N 0.967 -1.286 -0.750
C 0.691 0.262 0.350
C 0.160 0.697 0.151
N 0.226 -0.948 0.183
C 0.710 0.359 0.177
C -0.093 -0.082 -0.558
H 0.051 -0.447 0.077
H -0.003 -0.097 -0.225
H 0.232 -0.283 -0.107
H -0.190 -0.053 -0.444
H -0.003 -0.500 -0.214
H 0.502 0.356 -0.168
H 0.000 0.071 -0.107
H -0.370 0.112 -0.033
H -0.208 0.031 -0.107
H -0.108 0.088 0.093
H -0.224 -0.355 0.094
H -0.012 -0.034 -0.036
H -0.090 -0.130 -0.109
H -0.200 -0.095 -0.044
H -0.095 0.056 0.010
H 0.322 0.006 0.274
H 0.042 -0.029 0.004
H -0.214 -0.025 0.057